No. 1
The molecule C6H12N2O at a distorted geometry. Source: the OMol25 dataset; level of theory: ωB97M-V with the def2-TZVPD basis set.

## Properties
- Energy above the lowest of the compared OMol25 structures with the same formula, charge and spin: 87.2 kcal/mol
- Frontier orbital gap: 0.3309 hartree
- LUMO energy: 0.53 eV

Last column: Löwdin charge in e.
Cartesian coordinates (Å):
H (-0.933, 2.095, -0.780)  0.08
H (-1.137, 2.180, 0.968)  0.08
H (-2.546, 1.925, -0.087)  0.09
O (0.271, 0.084, -1.507)  -0.05
H (-2.044, -1.995, -0.922)  0.06
H (1.091, -1.222, 1.048)  0.07
H (1.455, 1.451, 0.504)  0.07
H (3.073, 0.805, 0.274)  0.09
N (-1.203, -1.707, -1.428)  0.19
C (-0.793, -0.575, -0.975)  -0.45
H (2.314, 1.704, -1.021)  0.09
H (2.651, -1.624, 0.320)  0.09
C (-1.323, 0.191, 0.189)  -0.29
H (-2.314, 0.027, 2.058)  0.07
H (-1.726, -1.569, 1.333)  0.07
C (-1.794, -0.488, 1.256)  0.06
H (1.191, -2.294, -0.376)  0.08
C (1.602, -1.397, 0.096)  -0.09
C (2.115, 0.974, -0.228)  -0.08
C (-1.491, 1.676, 0.062)  -0.06
N (1.545, -0.240, -0.784)  -0.18

Cartesian forces, eV/Å:
H -0.1 -0.2 0.1
H -0.2 0.0 -0.1
H 0.1 0.0 0.1
O 1.5 -1.0 0.0
H 0.2 0.2 -0.1
H -0.1 -0.1 0.2
H -0.1 0.1 0.2
H -0.2 -0.5 -0.2
N 0.6 1.7 0.3
C -0.5 -1.0 0.6
H -0.2 -0.2 0.0
H -0.1 0.4 -0.3
C -1.5 -1.2 0.9
H 0.2 0.0 0.0
H 0.1 0.1 -0.1
C 0.2 0.5 -0.7
H 0.0 0.3 -0.1
C -0.7 0.0 0.0
C -0.6 0.6 -0.1
C 0.3 0.5 0.0
N 1.1 0.0 -0.8

---

No. 2
The ion C18H16F4N with charge +1 at a distorted geometry. Source: the OMol25 dataset; level of theory: ωB97M-V with the def2-TZVPD basis set.

## Properties
- Total charge: +1
- Energy above the lowest of the compared OMol25 structures with the same formula, charge and spin: 47.9 kcal/mol
- Frontier orbital gap: 0.3029 hartree
- LUMO energy: -4.15 eV

Last column: Löwdin charge in e.
Cartesian coordinates (Å):
H (2.637, -2.205, -1.060)  0.11
N (-0.241, -1.262, -0.169)  0.01
H (-0.001, -4.205, -1.248)  0.15
H (-2.113, -0.961, -1.077)  0.14
H (-2.042, 3.749, -3.847)  0.15
H (-0.087, -4.088, 0.659)  0.16
H (-2.181, -3.425, 0.599)  0.12
H (1.894, -0.977, 1.389)  0.09
H (-0.601, 2.635, 1.547)  0.11
H (-2.102, -1.130, 0.696)  0.16
C (-1.562, 3.093, -3.096)  0.09
H (1.000, 0.193, -0.627)  0.14
C (2.023, -2.619, -0.272)  0.02
C (0.057, 0.232, -0.123)  -0.09
C (-1.213, 1.761, -3.349)  -0.23
C (-0.287, -3.609, -0.345)  -0.09
C (-1.223, 3.561, -1.826)  -0.22
C (1.408, -0.116, 1.892)  0.02
H (2.044, -3.702, -0.408)  0.09
H (-0.082, 3.361, -0.096)  0.13
C (-1.625, -1.511, -0.237)  -0.12
F (2.802, -0.609, 3.763)  0.05
H (2.538, -2.461, 0.665)  0.09
C (2.024, 0.293, 3.077)  -0.22
C (0.390, 0.659, 1.354)  -0.12
F (0.440, 3.464, 3.681)  0.07
F (-1.553, 4.856, -1.513)  0.06
C (0.802, 2.287, 3.086)  -0.22
C (0.544, -2.321, -0.295)  -0.13
H (-2.284, -3.324, -1.271)  0.13
C (-0.704, 0.914, -2.366)  -0.01
C (0.066, 1.885, 1.961)  0.04
C (-0.644, 1.344, -1.039)  -0.10
H (-0.226, -0.012, -2.744)  0.15
C (-1.725, -3.062, -0.343)  -0.11
C (-0.654, 2.751, -0.819)  0.04
C (1.766, 1.502, 3.718)  0.09
F (-1.536, 1.245, -4.576)  0.06
H (2.251, 1.818, 4.658)  0.15

Cartesian forces, eV/Å:
H -0.1 0.5 -0.2
N 1.5 0.8 -1.2
H -0.1 0.3 1.1
H 0.6 -0.4 0.5
H 0.4 -0.6 0.6
H 0.1 -0.1 -1.4
H -0.4 0.0 -1.0
H -0.9 0.9 0.6
H -0.2 -0.6 0.3
H 0.3 -0.2 -0.6
C 0.1 0.0 0.1
H 1.0 0.4 0.0
C -0.3 -0.4 -0.4
C 1.7 1.5 1.1
C -1.0 0.3 -0.4
C -0.2 1.5 0.4
C -0.6 0.0 -0.1
C 1.2 -0.3 0.9
H 0.3 0.1 -0.1
H -1.0 -1.0 0.1
C -2.5 -1.2 0.3
F -0.3 0.8 -1.1
H -0.1 0.3 0.3
C -0.2 -0.6 1.3
C 0.7 0.2 -1.3
F 0.5 -1.0 -0.7
F 0.9 -1.4 -0.3
C -0.7 0.1 0.6
C -0.9 0.2 0.4
H 0.2 -0.1 1.0
C -0.6 -0.1 -1.2
C 0.6 0.1 0.2
C 1.9 -0.8 -0.2
H -0.9 0.2 0.6
C -0.9 0.0 0.1
C -0.2 0.5 -0.4
C -0.2 0.1 -0.4
F 0.8 0.4 1.1
H -0.3 -0.3 -0.7

---

No. 3
A structure of composition C5H8O2. Source: the OMol25 dataset; level of theory: ωB97M-V with the def2-TZVPD basis set.

## Properties
- Energy above the lowest of the compared OMol25 structures with the same formula, charge and spin: 34.9 kcal/mol
- Frontier orbital gap: 0.3849 hartree
- LUMO energy: 0.90 eV

Last column: Löwdin charge in e.
Cartesian coordinates (Å):
H (-0.649, 1.198, -0.159)  0.12
H (1.753, -1.196, 1.472)  0.12
C (-1.108, 0.213, 0.084)  -0.25
H (0.655, 0.053, 2.186)  0.12
H (-0.262, -1.838, 0.157)  0.15
H (1.785, -1.162, -1.154)  0.12
O (-1.780, 0.219, 1.326)  -0.05
C (0.042, -0.788, 0.149)  -0.26
H (-2.308, 1.022, 1.389)  0.09
H (0.712, 0.109, -1.844)  0.12
C (1.048, -0.385, 1.269)  -0.04
O (1.536, 1.783, 0.208)  0.09
C (1.080, -0.361, -0.929)  -0.04
H (-1.789, -0.051, -0.737)  0.13
C (1.512, 0.579, 0.194)  -0.42

Cartesian forces, eV/Å:
H -0.6 -0.4 0.3
H -0.1 0.1 -0.1
C 0.3 0.0 -0.3
H 0.0 -0.1 -0.1
H -0.1 0.2 0.0
H 0.0 0.1 0.1
O -0.2 0.2 0.1
C -0.2 -0.2 -0.1
H 0.0 -0.1 0.0
H 0.1 0.0 0.1
C 0.0 0.1 0.2
O 0.6 -0.4 0.0
C 0.1 0.0 -0.2
H 0.1 0.0 0.1
C 0.0 0.4 0.0

---

No. 4
A cluster of 2 separate species, C11H15NO in total at a distorted geometry. Source: the OMol25 dataset; level of theory: ωB97M-V with the def2-TZVPD basis set.

## Properties
- Energy above the lowest of the compared OMol25 structures with the same formula, charge and spin: 30.8 kcal/mol
- Frontier orbital gap: 0.3195 hartree
- LUMO energy: 0.84 eV

Last column: Löwdin charge in e.
Cartesian coordinates (Å):
H (0.299, 2.804, -1.960)  0.15
H (2.540, -1.978, 0.790)  0.09
C (2.228, 1.089, -0.619)  -0.04
C (2.834, -0.027, -0.103)  -0.08
C (0.188, -0.219, -0.887)  -0.16
C (-0.720, -0.318, 2.589)  -0.28
H (-2.377, -1.548, -1.006)  0.09
H (3.886, -0.176, 0.087)  0.09
H (-0.564, 1.051, 4.342)  0.07
H (2.708, 2.027, -0.939)  0.12
C (2.057, -1.185, 0.244)  -0.09
H (-0.456, -0.036, 1.583)  0.07
C (-2.017, -1.112, -1.983)  -0.05
C (-1.205, 0.822, 3.490)  -0.07
C (0.773, -1.334, -0.245)  -0.04
H (-1.605, 1.321, -3.030)  0.13
H (-3.000, -0.696, -2.224)  0.07
H (-2.273, 0.825, 3.732)  0.07
O (-1.680, -1.381, 2.381)  -0.11
H (-1.648, -1.841, -2.701)  0.08
H (0.137, -2.178, -0.022)  0.11
N (0.163, 1.816, -1.834)  0.07
C (0.912, 1.006, -0.993)  -0.21
H (0.077, -0.923, 3.030)  0.11
H (-1.177, 1.708, 2.818)  0.07
H (-2.569, -1.069, 2.224)  0.06
C (-1.029, 1.193, -2.116)  -0.08
C (-1.055, -0.054, -1.554)  -0.25

Cartesian forces, eV/Å:
H 0.2 0.0 0.0
H 0.1 -0.2 0.0
C 1.1 1.2 -0.6
C -0.7 -1.3 1.1
C 0.6 0.0 0.8
C -1.0 -1.7 0.5
H 0.8 -0.7 -0.9
H 0.2 0.8 0.1
H -0.3 -0.3 0.0
H 0.4 -0.6 0.5
C 0.1 0.5 -1.2
H 0.5 0.8 0.0
C -1.4 0.1 2.7
C 0.1 1.3 -1.7
C -0.2 1.1 0.6
H -0.1 1.1 0.4
H 0.4 0.3 -1.0
H 0.3 -0.7 0.4
O -0.1 -0.4 0.4
H -0.1 0.0 0.2
H 0.2 -0.3 -0.1
N 0.0 0.7 0.5
C -1.7 -1.6 -1.0
H 0.3 0.7 0.0
H 0.3 -0.1 0.6
H -0.1 0.5 -0.1
C -0.1 -1.4 -0.6
C 0.2 0.5 -1.4

---

No. 5
The molecule C4H4FN3 at a distorted geometry. Source: the OMol25 dataset; level of theory: ωB97M-V with the def2-TZVPD basis set.

## Properties
- Energy above the lowest of the compared OMol25 structures with the same formula, charge and spin: 56.0 kcal/mol
- Frontier orbital gap: 0.3512 hartree
- LUMO energy: 0.89 eV

Last column: Löwdin charge in e.
Cartesian coordinates (Å):
C (-1.381, -0.697, -0.147)  -0.18
N (-0.288, -1.547, -0.101)  0.11
H (-2.481, 1.226, 0.066)  0.13
N (2.185, -1.562, 0.035)  0.17
C (-1.523, 0.606, 0.132)  -0.13
H (2.713, -1.899, 0.780)  0.05
N (-0.473, 1.411, 0.666)  0.07
H (1.279, 2.432, 0.213)  0.12
C (0.973, -1.429, 0.033)  -0.24
C (0.523, 1.715, 0.011)  -0.16
H (-2.219, -1.138, -0.606)  0.08
F (0.692, 0.882, -1.082)  -0.02

Cartesian forces, eV/Å:
C 0.0 1.1 -0.2
N 4.0 0.5 0.3
H 1.3 -1.5 -0.1
N -1.8 0.8 -1.5
C 0.4 0.7 0.7
H 0.8 -0.4 1.4
N -1.4 1.6 1.2
H 0.7 0.3 0.0
C -3.2 -0.8 -0.1
C -1.1 -3.1 -1.0
H -1.0 -0.8 -0.1
F 1.4 1.6 -0.7

---

No. 6
A structure of composition C7H10BrCoN6O4 at a distorted geometry. Source: the OMol25 dataset; level of theory: ωB97M-V with the def2-TZVPD basis set.

## Properties
- Total charge: +2
- Frontier orbital gap (spin up / spin down): 0.2893 / 0.2894 hartree
- LUMO energy (spin up / spin down): -9.11 / -9.11 eV

Last column: Löwdin charge in e.
Cartesian coordinates (Å):
C (3.532, 1.038, -2.177)  0.01
Co (0.326, -0.086, 0.332)  0.56
N (-0.697, -1.302, -0.733)  0.03
H (1.613, 1.864, -1.659)  0.12
N (-0.697, 1.193, -0.554)  0.08
H (5.355, -0.064, -2.466)  0.14
Br (2.018, -2.356, 0.506)  1.02
H (4.604, -1.974, -1.029)  0.13
N (-2.677, 1.438, -1.848)  0.27
O (-0.863, -0.106, 1.797)  -0.03
C (4.379, -0.047, -1.998)  0.02
N (1.898, 0.001, -0.803)  -0.06
C (-1.719, 0.732, -1.304)  -0.33
H (-1.193, -1.888, -0.054)  0.16
H (-0.016, 0.365, 3.625)  0.18
H (-2.341, -1.122, -2.021)  0.19
O (1.213, 0.462, 1.963)  -0.03
H (-3.409, 0.999, -2.387)  0.16
C (2.727, -1.025, -0.636)  -0.65
N (-0.643, 2.545, -0.103)  -0.36
H (3.828, 1.885, -2.779)  0.14
C (0.111, 0.251, 2.547)  -0.32
C (2.297, 1.034, -1.563)  -0.05
O (-1.405, 3.326, -0.609)  0.14
N (-1.641, -0.602, -1.512)  0.09
O (0.239, 2.752, 0.682)  0.15
C (3.975, -1.114, -1.206)  -0.03
H (-2.699, 2.439, -1.704)  0.13
H (-0.116, -1.899, -1.322)  0.13

Cartesian forces, eV/Å:
C 0.0 0.0 0.0
Co 1.0 -0.8 0.5
N -0.6 -0.1 -0.3
H 0.0 0.0 0.0
N 0.1 0.3 0.3
H 0.0 0.0 0.0
Br -0.2 0.1 0.2
H 0.0 0.0 0.0
N -0.1 -0.2 0.0
O 0.2 -0.2 0.0
C 0.0 0.0 0.0
N -0.1 0.2 -0.2
C 0.1 0.2 0.0
H 0.1 -0.1 0.0
H 0.0 0.0 0.0
H 0.0 0.0 0.0
O -0.5 0.3 -0.2
H 0.0 0.0 0.0
C 0.1 0.0 0.0
N 0.3 -0.2 -0.4
H 0.0 0.0 0.0
C 0.1 0.2 0.3
C 0.0 0.0 0.0
O -0.1 0.2 0.2
N 0.0 0.1 -0.1
O -0.3 0.0 -0.1
C 0.0 0.0 0.0
H 0.0 0.0 0.0
H -0.1 0.0 -0.1

---

no.,E (eV)
1,-11440.8885
2,-31276.3115
3,-9408.3195
4,-15186.5851
5,-11397.9325
6,-132202.0313